[1]
# C17H16F5GeN3OOsS

A molecular structure, C17H16F5GeN3OOsS in a non-equilibrium geometry (the ωB97M-V functional and the def2-TZVPD basis, the OMol25 dataset).

Geometry as XYZ:
```
45
C17H16F5GeN3OOsS (the ωB97M-V functional and the def2-TZVPD basis)
Os 0.2241 -0.0750 0.3697
F -5.3804 -4.1982 -1.2262
C -4.6375 -3.2831 -0.5375
C -3.4003 -2.8844 -1.0104
F -2.9102 -3.4012 -2.1710
C -2.6527 -1.9340 -0.2972
F -1.4073 -1.5754 -0.7812
C -3.1156 -1.3411 0.9007
S -2.2259 -0.1456 1.7505
C -4.3670 -1.7761 1.3494
F -4.9012 -1.2613 2.4882
C -5.1234 -2.7358 0.6531
F -6.3433 -3.1285 1.1288
N 1.0788 -1.7977 0.9440
C 1.8496 -2.5835 1.3354
C 2.7450 -3.4863 1.8459
C 3.0107 -4.7146 1.2596
N 3.2550 -5.7539 0.8133
C 3.4010 -3.1893 3.0362
N 3.9650 -2.9846 4.0237
C -0.8911 3.8720 -0.4064
O 0.0322 2.8088 -0.3969
C -0.4071 1.5158 -0.6263
C -1.5389 1.3877 -1.6421
H -1.7706 3.6447 0.2027
H -1.2222 4.1388 -1.4197
H -0.3668 4.7259 0.0225
H -1.5625 2.2270 -2.3407
H -2.5176 1.3247 -1.1526
H -1.4105 0.4743 -2.2280
C 1.3311 3.9763 3.1575
Ge 2.2461 2.6379 1.9365
C 2.8889 3.7521 0.3990
C 3.9500 2.3594 3.0035
C 1.3627 0.9525 1.6801
H 2.0580 4.7072 3.5037
H 0.9149 3.4725 4.0240
H 0.5252 4.4981 2.6551
H 3.4288 4.6171 0.7756
H 2.0641 4.0892 -0.2111
H 3.5566 3.1756 -0.2306
H 4.3697 3.3043 3.3458
H 4.7045 1.8548 2.4078
H 3.7587 1.7432 3.8771
H 1.5548 0.3438 2.5772
```

Properties
HOMO energy (alpha / beta) in eV: 0.629 / -1.297
Relative energy (zero: lowest compared OMol25 entry of this formula, charge and spin) in kcal/mol: 39.6
Multiplicity: 5
Total energy in eV: -107805.793
Charge: -2

Here are the Mulliken charges for atoms 1 to 8, given in e: 0.4042, -0.3311, 0.6265, -0.2701, -0.3171, -0.0904, -0.3918, 0.6115

---

[2]
# C17H16F6NO4S3

A molecular structure, C17H16F6NO4S3 in a non-equilibrium geometry (the ωB97M-V functional and the def2-TZVPD basis, the OMol25 dataset).

Geometry as XYZ:
```
47
C17H16F6NO4S3 (the ωB97M-V functional and the def2-TZVPD basis)
C -4.8992 0.6156 -3.7784
C -3.4266 0.3425 -3.7550
C -2.9417 -0.9742 -3.7282
C -1.5812 -1.2268 -3.7294
C -0.6363 -0.1488 -3.7428
C 0.7392 -0.3949 -3.6840
S 1.8925 0.8992 -3.6221
C 3.4804 -0.0924 -3.6750
F 4.5207 0.7602 -3.6608
F 3.5709 -0.9191 -2.6049
F 3.5372 -0.8421 -4.8034
O 1.9063 1.6985 -4.8280
O 1.8715 1.5534 -2.3328
C -1.1491 1.1887 -3.7794
C -2.5129 1.4059 -3.7695
H -5.0682 1.6952 -3.7756
H -5.3727 0.1987 -4.6753
H -5.4086 0.1848 -2.9089
H -3.6517 -1.8029 -3.7048
H -1.1854 -2.2458 -3.7065
H 1.1496 -1.3998 -3.7448
H -0.4568 2.0306 -3.8235
H -2.9093 2.4235 -3.7780
C 2.3776 0.7303 4.5373
N 1.3599 -0.1626 5.0761
S 1.5587 -0.5351 6.7355
C 2.3851 -2.1355 6.5652
F 2.7328 -2.5180 7.8321
F 1.5835 -3.0925 6.0345
F 3.5108 -2.0653 5.8082
S -0.2680 0.2071 4.7263
C -0.2038 0.1469 2.9462
C -0.3387 1.3438 2.2344
C -0.3567 1.3054 0.8392
C -0.2863 0.0781 0.1720
C -0.1975 -1.1172 0.8982
C -0.1603 -1.0873 2.2948
O -1.0743 -0.8944 5.1792
O -0.5709 1.5582 5.1163
H 3.3436 0.3057 4.8214
H 2.2786 0.7469 3.4487
H 2.2813 1.7428 4.9590
H -0.4189 2.2835 2.7768
H -0.4310 2.2328 0.2745
H -0.3093 0.0543 -0.9174
H -0.1654 -2.0705 0.3753
H -0.0997 -2.0070 2.8771
```

Properties
HOMO energy in eV: -3.076
Relative energy (zero: lowest compared OMol25 entry of this formula, charge and spin) in kcal/mol: 0.0
Multiplicity: 1
Total energy in eV: -76379.284
Charge: -1

Here are the Mulliken charges for atoms 1 to 8, given in e: -1.3546, 0.9918, -0.4278, -0.9823, 0.7962, -0.5144, 0.9644, 0.5548

---

[3]
# C17H16N3O4Re

A molecular structure, C17H16N3O4Re (the ωB97M-V functional and the def2-TZVPD basis, the OMol25 dataset).

Geometry as XYZ:
```
41
C17H16N3O4Re (the ωB97M-V functional and the def2-TZVPD basis)
Re -0.2063 0.8125 -0.7362
O 0.2506 -5.7554 -2.8719
C -0.6487 -5.3997 -2.1037
O -1.5631 -5.9766 -1.5027
C -0.6073 -3.8731 -1.8023
C -1.5880 -3.2865 -1.0085
C -1.5009 -1.9524 -0.6863
N -0.4855 -1.1930 -1.1383
C 0.4613 -1.7567 -1.9293
C 0.4321 -3.0760 -2.2917
C 1.5203 -0.8025 -2.3404
O 2.4649 -0.9855 -3.0168
O 1.2695 0.4915 -1.8039
H -2.3875 -3.9234 -0.6506
H -2.2363 -1.4548 -0.0658
H 1.1903 -3.5278 -2.9197
C 0.1474 0.4894 4.5744
N -0.4147 -0.3442 3.4958
C -0.9285 -1.6828 3.8547
C -0.4264 0.0558 2.2843
N -0.4519 0.3596 1.1520
H -0.6191 0.6499 5.3300
H 0.4673 1.4441 4.1679
H 0.9970 -0.0295 5.0139
H -1.7338 -1.5657 4.5770
H -0.1186 -2.2647 4.2902
H -1.2992 -2.1814 2.9639
C -1.4371 2.2390 -1.5739
C -0.2519 3.0608 -1.2836
C 0.6522 3.4847 -2.2902
C 1.8885 3.9504 -1.9452
C 2.2918 3.9940 -0.5937
C 1.4349 3.6047 0.3995
C 0.1461 3.1233 0.0719
H -1.7261 2.0959 -2.6118
H -2.3016 2.3665 -0.9156
H 0.3481 3.4276 -3.3275
H 2.5713 4.2832 -2.7150
H 3.2765 4.3654 -0.3447
H 1.7211 3.6978 1.4383
H -0.5989 3.0356 0.8557
```

Properties
HOMO energy (alpha / beta) in eV: -10.429 / -10.418
Relative energy (zero: lowest compared OMol25 entry of this formula, charge and spin) in kcal/mol: 0.0
Multiplicity: 2
Total energy in eV: -32669.801
Charge: +1

Here are the Mulliken charges for atoms 1 to 8, given in e: 1.1359, -0.6734, 0.4852, -0.6909, 0.2702, -0.8832, -0.1209, -0.2155

---

[4]
# C17H16N4OS2

A single C17H16N4OS2 molecule in a non-equilibrium geometry (the ωB97M-V functional and the def2-TZVPD basis, the OMol25 dataset).

Geometry as XYZ:
```
40
C17H16N4OS2 (the ωB97M-V functional and the def2-TZVPD basis)
O 0.2647 -2.6152 0.5469
C 0.1568 -1.7934 1.4328
C -1.2336 -1.3624 1.8848
S -1.5350 0.4242 1.6349
C -1.8243 0.4241 -0.0713
N -2.0202 -0.6709 -0.7799
N -2.2200 -0.2040 -2.0216
C -2.1439 1.1505 -2.0164
C -2.3205 1.9867 -3.1611
C -2.5930 1.6228 -4.4557
C -2.7105 2.7302 -5.3136
C -2.5272 3.9129 -4.6651
S -2.2067 3.7052 -2.9929
N -1.8937 1.5643 -0.7868
N 1.2207 -1.2203 2.0564
C 1.1462 -0.4531 3.2846
C 1.7300 -1.2980 4.4146
C 3.2194 -1.4912 4.1522
C 3.5151 -1.7232 2.6933
C 4.8088 -2.0641 2.3188
C 5.1472 -2.2589 0.9939
C 4.1830 -2.0962 0.0137
C 2.8920 -1.7527 0.3633
C 2.5439 -1.5792 1.6997
H -1.9567 -1.9000 1.2730
H -1.4107 -1.5658 2.9400
H -2.3748 -0.8467 -2.7806
H -2.7056 0.6041 -4.7817
H -2.9222 2.6505 -6.3645
H -2.5627 4.9016 -5.0772
H 1.7409 0.4576 3.1562
H 0.1234 -0.1570 3.4993
H 1.2209 -2.2642 4.4309
H 1.5701 -0.8106 5.3768
H 3.7634 -0.5957 4.4708
H 3.6056 -2.3272 4.7396
H 5.5580 -2.1794 3.0896
H 6.1576 -2.5303 0.7275
H 4.4367 -2.2316 -1.0267
H 2.1430 -1.6230 -0.3996
```

Properties
HOMO energy in eV: -8.175
Relative energy (zero: lowest compared OMol25 entry of this formula, charge and spin) in kcal/mol: 0.0
SMILES: O=C(CSc1n[nH]c(-c2cccs2)n1)N1CCCc2ccccc21
Multiplicity: 1
Total energy in eV: -47567.535

Here are the Mulliken charges for atoms 1 to 8, given in e: -0.6270, 0.7616, -1.1377, -0.1944, 0.3908, -0.5945, 0.1159, 0.3767

---

Repeat the third record exactly.
# C17H16N3O4Re

A molecular structure, C17H16N3O4Re (the ωB97M-V functional and the def2-TZVPD basis, the OMol25 dataset).

Geometry as XYZ:
```
41
C17H16N3O4Re (the ωB97M-V functional and the def2-TZVPD basis)
Re -0.2063 0.8125 -0.7362
O 0.2506 -5.7554 -2.8719
C -0.6487 -5.3997 -2.1037
O -1.5631 -5.9766 -1.5027
C -0.6073 -3.8731 -1.8023
C -1.5880 -3.2865 -1.0085
C -1.5009 -1.9524 -0.6863
N -0.4855 -1.1930 -1.1383
C 0.4613 -1.7567 -1.9293
C 0.4321 -3.0760 -2.2917
C 1.5203 -0.8025 -2.3404
O 2.4649 -0.9855 -3.0168
O 1.2695 0.4915 -1.8039
H -2.3875 -3.9234 -0.6506
H -2.2363 -1.4548 -0.0658
H 1.1903 -3.5278 -2.9197
C 0.1474 0.4894 4.5744
N -0.4147 -0.3442 3.4958
C -0.9285 -1.6828 3.8547
C -0.4264 0.0558 2.2843
N -0.4519 0.3596 1.1520
H -0.6191 0.6499 5.3300
H 0.4673 1.4441 4.1679
H 0.9970 -0.0295 5.0139
H -1.7338 -1.5657 4.5770
H -0.1186 -2.2647 4.2902
H -1.2992 -2.1814 2.9639
C -1.4371 2.2390 -1.5739
C -0.2519 3.0608 -1.2836
C 0.6522 3.4847 -2.2902
C 1.8885 3.9504 -1.9452
C 2.2918 3.9940 -0.5937
C 1.4349 3.6047 0.3995
C 0.1461 3.1233 0.0719
H -1.7261 2.0959 -2.6118
H -2.3016 2.3665 -0.9156
H 0.3481 3.4276 -3.3275
H 2.5713 4.2832 -2.7150
H 3.2765 4.3654 -0.3447
H 1.7211 3.6978 1.4383
H -0.5989 3.0356 0.8557
```

Properties
HOMO energy (alpha / beta) in eV: -10.429 / -10.418
Relative energy (zero: lowest compared OMol25 entry of this formula, charge and spin) in kcal/mol: 0.0
Multiplicity: 2
Total energy in eV: -32669.801
Charge: +1

Here are the Mulliken charges for atoms 1 to 8, given in e: 1.1359, -0.6734, 0.4852, -0.6909, 0.2702, -0.8832, -0.1209, -0.2155

---

What is the formula in the second record? C17H16F6NO4S3

---

relative energy (zero: lowest compared OMol25 entry of this formula, charge and spin) of number 3 (C17H16N3O4Re)? 0.0 kcal/mol